[1]
C21H55Li4N5O10 as an isolated structure. Source: the OMol25 dataset; level of theory: ωB97M-V/def2-TZVPD.

The largest force on an atom is 0.1249 hartree/bohr. As for the electronic energy: -51403.2382 eV. The HOMO-LUMO gap (spin up / spin down) is 0.1590 / 0.2615 Eh. The expectation value of S² is 0.751. As for the HOMO energy (spin up / spin down): -7.771 / -10.510 eV.

```
! RIJCOSX wB97M-V def2-TZVPD def2/J DEFGRID3
* xyz 1 2
Li -0.15045 5.67260 -1.21468
Li -1.35651 4.98408 1.45647
Li 0.77397 3.48776 1.58048
Li -1.58544 2.07872 4.13118
O -0.47415 1.91689 2.28324
C -0.98425 1.62456 1.03118
C -1.41289 2.81684 0.03023
O -0.43411 3.78579 -0.20559
H -1.83747 0.95239 1.12224
H -0.24069 1.07507 0.45388
H -2.26502 3.34330 0.46012
H -1.65185 2.45723 -0.97060
C 0.30612 -1.99367 2.34552
O 1.25239 -2.15187 3.11986
N 0.30101 -2.18079 1.03595
N -0.89773 -1.85408 2.72315
H -0.48523 -1.68948 0.63529
H 1.16834 -2.15352 0.51914
H -1.62963 -2.13889 2.08807
H -1.08330 -1.89074 3.71527
C 2.09727 0.43007 -1.87055
O 3.39588 -0.12911 -1.60955
C 3.42565 -1.49042 -2.03357
C 4.84830 -2.10006 -1.82302
N 5.08646 -2.09369 -0.40421
C 6.52260 -2.23392 -0.04812
C 6.60991 -3.12571 1.10037
O 8.01014 -3.24163 1.44060
C 8.13224 -3.57494 2.83388
H 1.83047 0.65755 -2.90262
H 2.07272 1.31409 -1.23338
H 1.20151 -0.05185 -1.47879
H 3.22229 -1.65051 -3.09240
H 2.73665 -2.19084 -1.56156
H 5.58552 -1.71399 -2.52697
H 4.77051 -3.14289 -2.13054
H 4.80964 -1.13118 -0.27364
H 6.89539 -1.21764 0.07964
H 7.08281 -2.67935 -0.87023
H 6.28264 -4.11691 0.78650
H 6.01021 -2.90667 1.98382
H 7.76262 -4.59694 2.91752
H 7.52067 -2.99197 3.52253
H 9.13340 -3.65597 3.25722
C -0.28883 -2.03083 -6.85892
O -0.26452 -0.98707 -5.88248
C -0.09011 0.40318 -6.34653
C -0.42058 1.40963 -5.14527
N -1.47389 1.12089 -4.13535
C -2.67712 1.44076 -4.88685
C -3.58654 1.46968 -3.70582
O -3.70142 2.81771 -3.26303
C -4.71637 2.92649 -2.24534
H -0.91899 -1.72527 -7.69418
H -0.61072 -2.98461 -6.44087
H 0.69784 -2.26028 -7.26132
H -0.74007 0.71230 -7.16513
H 0.87599 0.47754 -6.84573
H -0.47488 2.42583 -5.53575
H 0.54635 1.36330 -4.64428
H -1.25673 1.59769 -3.27186
H -3.02505 0.67527 -5.58045
H -2.68779 2.39140 -5.42004
H -3.47031 0.69714 -2.94570
H -4.55284 1.14420 -4.09109
H -4.68358 2.20520 -1.42878
H -5.72323 2.72342 -2.61017
H -4.64858 3.82175 -1.62727
C 1.10591 2.08957 5.51582
O -0.19684 1.46805 5.61655
C -0.29075 0.08421 5.32056
C -1.86201 -0.26804 5.38103
N -2.53509 0.27137 4.16065
C -3.97847 0.05780 4.09656
C -4.51272 0.61191 2.81894
O -4.32955 -0.23113 1.70177
C -4.69301 0.50128 0.52522
H 1.49990 2.06137 4.49992
H 1.81722 1.59173 6.17484
H 1.15686 3.13149 5.83194
H 0.32801 -0.43712 6.05093
H 0.06937 -0.19106 4.32927
H -2.23455 0.22053 6.28136
H -1.79677 -1.35596 5.39735
H -2.04564 0.18736 3.28118
H -4.35093 0.59022 4.97174
H -4.33055 -0.97359 4.11558
H -4.03122 1.58778 2.75616
H -5.57750 0.65931 3.04721
H -4.06185 1.37000 0.33794
H -5.68062 0.95034 0.63055
H -4.76983 -0.06144 -0.40513
O -2.97026 -2.36068 0.99500
H -3.43727 -1.53685 1.13443
H -2.75851 -2.36149 0.06151
*
```

[2]
A 7-piece molecular cluster, C21H55NO13 overall. Source: the OMol25 dataset; level of theory: ωB97M-V/def2-TZVPD.

The largest force on an atom is 0.0742 hartree/bohr. The energy relative to the best compared isomer or geometry (same formula, charge and spin) comes out at 378.31 kJ/mol. As for the electronic energy: -50768.9021 eV. The HOMO-LUMO gap is 0.3064 Eh. As for the HOMO energy: -8.230 eV.

```
! RIJCOSX wB97M-V def2-TZVPD def2/J DEFGRID3
* xyz 0 1
C 12.66823 24.72609 3.84809
C 13.73149 23.56940 3.66012
C 14.07990 23.50446 2.03206
C 15.50321 23.05038 1.51687
C 16.56416 23.69261 2.40686
C 16.31207 23.51013 4.02571
N 14.95032 24.03284 4.33938
O 14.81550 24.21831 5.68762
C 16.64635 22.04398 4.44027
C 17.37107 24.41277 4.66725
C 13.21501 22.22899 4.22896
H 13.03884 25.63121 3.36693
H 12.54471 24.90298 4.91653
H 11.66620 24.44629 3.52291
H 13.33775 22.84308 1.58495
H 13.95270 24.44311 1.49276
H 15.65199 23.30727 0.46808
H 15.54307 21.96324 1.58485
H 16.63588 24.77310 2.28224
H 17.56661 23.32916 2.18081
H 16.10507 21.30115 3.85433
H 17.71352 21.82285 4.45880
H 16.35443 21.91615 5.48264
H 18.33131 24.14974 4.22356
H 17.12324 25.45630 4.47297
H 17.34381 24.31988 5.75293
H 13.11664 22.22914 5.31452
H 13.82704 21.39372 3.88860
H 12.17863 21.99149 3.98894
H 15.01340 25.14754 5.82533
C 25.02662 17.09638 -8.54791
C 24.15802 16.04008 -9.27700
O 22.85434 16.30030 -9.01670
O 24.89458 18.35448 -9.18528
H 26.03795 16.69055 -8.52306
H 24.61452 17.22449 -7.54698
H 24.59383 15.09105 -8.96474
H 24.20995 16.16035 -10.35910
H 22.69899 17.24718 -9.04647
H 25.72525 18.82962 -9.26163
C 16.41492 26.33883 -12.51164
C 17.80903 26.11949 -12.17976
O 18.38777 24.85815 -12.46251
O 15.99989 27.68125 -12.38425
H 15.68901 25.76096 -11.93961
H 16.21847 26.04406 -13.54247
H 17.93759 26.42167 -11.14039
H 18.34214 26.84248 -12.79715
H 19.26239 24.77965 -12.07461
H 15.11549 27.72497 -12.75511
C 12.28314 24.48860 -6.99106
C 11.30548 24.79880 -8.09693
O 10.03493 25.14701 -7.60562
O 11.98145 23.24698 -6.32927
H 12.24967 25.19569 -6.16221
H 13.21063 24.55699 -7.55955
H 11.32142 23.90944 -8.72691
H 11.79736 25.59869 -8.65039
H 9.98609 26.10550 -7.62840
H 11.28118 23.37342 -5.68489
C 18.80513 21.08722 -7.74542
C 17.54439 20.58670 -7.06881
O 16.45958 20.40144 -8.06351
O 19.11811 20.36966 -8.88949
H 19.70307 21.04761 -7.12877
H 18.57658 22.08637 -8.11631
H 17.19335 21.25546 -6.28290
H 17.82117 19.60957 -6.67294
H 15.74745 20.83448 -7.58712
H 18.57059 20.72437 -9.59375
C 24.46619 26.88290 -10.31579
C 24.63603 25.40480 -9.72846
O 23.69733 24.68132 -10.52033
O 24.93003 26.91000 -11.67692
H 25.04212 27.56511 -9.69050
H 23.46278 27.30782 -10.28919
H 24.38486 25.36182 -8.66866
H 25.63770 25.02375 -9.92732
H 23.61322 23.75839 -10.26986
H 24.29154 26.46336 -12.23767
C 16.35838 15.61922 -13.76786
C 15.77772 17.00262 -14.08751
O 15.09991 17.08617 -15.33670
O 15.33722 14.73906 -13.25398
H 17.17646 15.73364 -13.05669
H 16.86669 15.19905 -14.63572
H 16.59090 17.72243 -14.18082
H 15.13095 17.39955 -13.30506
H 15.24822 16.34108 -15.92359
H 15.08243 14.94740 -12.35216
*
```

[3]
C21H56B2N2O3Sn2 as an isolated structure. Source: the OMol25 dataset; level of theory: ωB97M-V/def2-TZVPD.

The largest force on an atom is 0.1608 hartree/bohr. The energy relative to the best compared isomer or geometry (same formula, charge and spin) comes out at 989.78 kJ/mol. As for the electronic energy: -44777.0175 eV. The HOMO-LUMO gap is 0.2267 Eh. As for the HOMO energy: -12.881 eV.

```
! RIJCOSX wB97M-V def2-TZVPD def2/J DEFGRID3
* xyz 2 1
Sn -1.94838 0.88188 -0.95455
Sn -0.29111 -0.38656 2.13359
B -0.01896 -0.04467 -0.19496
H 0.27076 0.36648 -1.14956
H 0.72635 -0.70869 0.21471
H -0.02840 0.83303 0.43257
H -0.97279 -0.54561 -0.25423
B -2.20099 0.59926 1.31967
H -2.35112 0.47953 2.38144
H -3.04336 1.11442 0.88462
H -1.26209 1.10087 1.14332
H -2.17243 -0.36559 0.83748
C 2.64514 -3.20751 0.09925
C 1.39030 -2.30814 0.22874
N 1.11427 -2.17923 1.67186
C 2.19901 -1.48770 2.34796
C 2.73856 -0.16368 1.66341
C 0.67895 -3.41723 2.25132
C 0.11661 -3.22767 3.75178
H 2.96155 -3.12079 -0.94021
H 2.47652 -4.24786 0.37736
H 3.54512 -2.97913 0.67020
H 1.58738 -1.33586 -0.22284
H 0.57586 -2.69793 -0.38188
H 1.74772 -1.29490 3.32124
H 3.01160 -2.13834 2.67115
H 3.29034 0.42234 2.39841
H 3.51788 -0.50656 0.98284
H 1.98319 0.30872 1.03542
H 1.60598 -3.97812 2.37010
H -0.02779 -3.97372 1.63574
H 0.79720 -2.71363 4.43050
H -0.00578 -4.14218 4.33213
H -0.81673 -2.66629 3.70919
C -1.23822 2.83885 1.73488
C -0.92435 3.99474 0.86271
N -1.03251 3.58456 -0.55980
C 0.23043 2.98603 -1.08434
C 1.33682 4.06557 -0.98737
C -1.77495 4.48996 -1.45934
C -2.39388 3.79449 -2.66160
H -0.52649 2.02377 1.60378
H -2.26182 2.51958 1.53899
H -1.35500 3.14998 2.77298
H -1.71447 4.73617 0.98144
H 0.01745 4.40169 1.23084
H 0.54184 2.13242 -0.48226
H 0.01585 2.65277 -2.09971
H 0.96177 5.03102 -1.32697
H 1.77745 4.08560 0.00940
H 2.20957 3.74277 -1.55500
H -1.26777 5.42720 -1.68837
H -2.57386 4.84649 -0.80916
H -3.11314 4.47552 -3.11655
H -2.91259 2.95433 -2.19989
H -1.70749 3.40832 -3.41515
C 2.82951 1.05294 -0.38562
C 2.57178 2.06960 -1.50601
O 3.20602 3.12408 -1.55665
C 1.57929 1.68586 -2.52535
H 3.53771 0.34146 -0.81028
H 1.82370 0.74689 -0.09789
H 3.37389 1.57332 0.40239
H 1.96752 0.89798 -3.17083
H 1.33548 2.49311 -3.21600
H 0.67492 1.38034 -1.99918
C -0.20750 -1.70320 -1.65384
C -1.49308 -1.47842 -2.45024
O -2.45347 -0.89160 -1.93192
C -1.57635 -2.01505 -3.82857
H 0.04050 -2.76434 -1.67770
H -0.41216 -1.41709 -0.62216
H 0.56388 -1.11841 -2.15492
H -2.01115 -3.01425 -3.85430
H -0.57767 -2.05469 -4.26348
H -2.13422 -1.34535 -4.48310
C -2.33336 -4.06842 1.73064
C -1.81617 -2.71278 1.36329
O -1.64934 -1.82996 2.15353
C -1.45199 -2.40919 -0.12105
H -3.41058 -4.11929 1.57218
H -2.07761 -4.28657 2.76751
H -1.87126 -4.86703 1.15031
H -2.32697 -2.73389 -0.68416
H -0.47901 -2.81711 -0.39490
H -1.35728 -1.32975 -0.23903
*
```

[4]
A 12-piece molecular cluster, C21H56F12N11O22PS6 overall. Source: the OMol25 dataset; level of theory: ωB97M-V/def2-TZVPD.

The largest force on an atom is 0.2382 hartree/bohr. The energy relative to the best compared isomer or geometry (same formula, charge and spin) comes out at 1163.60 kJ/mol. As for the electronic energy: -191001.6206 eV. The HOMO-LUMO gap is 0.1186 Eh. As for the HOMO energy: -10.037 eV.

```
! RIJCOSX wB97M-V def2-TZVPD def2/J DEFGRID3
* xyz 2 1
C -3.04893 10.75157 3.69654
C -4.52746 10.49255 3.94313
O -5.18891 10.73004 4.94326
N -5.17462 9.58502 2.93965
H -4.84872 8.64309 2.77637
H -6.00669 9.27608 3.42165
C -5.62969 10.27140 1.68649
H -2.42724 9.87079 3.53580
H -2.52094 11.06888 4.59579
H -2.85525 11.46105 2.89204
H -5.93773 9.48833 0.99367
H -4.77608 10.77817 1.23633
H -6.40744 10.99464 1.93169
C -6.35826 6.72186 -6.79934
C -5.11406 7.55074 -6.72012
O -4.90933 8.10092 -5.60180
N -4.22896 7.85961 -7.99715
H -3.72319 7.01528 -8.22387
H -4.77669 7.86965 -8.84567
C -3.33512 9.08334 -7.91764
H -7.25267 7.30470 -7.01942
H -6.37901 5.97307 -6.00751
H -6.29327 6.03886 -7.64632
H -3.01007 9.32396 -6.90544
H -4.02213 9.85905 -8.25586
H -2.57217 8.94329 -8.68341
C -3.19473 6.24481 -3.39975
C -3.19903 5.29158 -4.65324
O -3.96294 4.27899 -4.82712
N -2.13081 5.58653 -5.63748
H -2.51617 5.50194 -6.56724
H -1.79815 6.52885 -5.49092
C -0.93753 4.67763 -5.45829
H -3.51039 7.26693 -3.60882
H -2.14494 6.44331 -3.18378
H -3.80061 5.80210 -2.60917
H -0.33410 4.97648 -6.31541
H -1.34337 3.66685 -5.49967
H -0.37236 4.83955 -4.54043
C -4.77681 10.16609 -2.58169
C -5.10207 11.42007 -3.26887
O -4.31489 12.15675 -3.90489
N -6.63960 11.60531 -3.40827
H -6.86170 11.67293 -4.39122
H -7.24705 10.84099 -3.14961
C -7.18816 12.73453 -2.51567
H -5.32473 9.76793 -1.72767
H -3.76336 10.36004 -2.23041
H -4.72707 9.31462 -3.26039
H -8.26675 12.76461 -2.67003
H -6.77386 13.70653 -2.78341
H -6.97669 12.36514 -1.51221
C 0.38012 13.28775 0.44692
C -0.30166 12.39994 -0.48317
O -0.69957 11.29260 -0.14802
N -0.38703 12.84786 -1.99477
H 0.00798 13.77741 -1.99592
H 0.29318 12.27599 -2.47473
C -1.85208 12.70188 -2.42809
H 0.68217 14.24983 0.03307
H 1.36445 12.91817 0.73434
H -0.24539 13.36347 1.33636
H -2.09521 11.65459 -2.60749
H -1.93710 13.36430 -3.28952
H -2.51447 13.14353 -1.68359
C -1.89033 12.44624 -10.38501
C -1.64707 12.25484 -8.88424
O -1.10793 11.27398 -8.40799
N -2.13272 13.43758 -8.00294
H -1.38108 14.10813 -7.92880
H -2.80975 14.04709 -8.43909
C -2.38024 13.12725 -6.61077
H -2.88959 12.39241 -10.81707
H -1.48805 11.62939 -10.98419
H -1.36246 13.31556 -10.77711
H -3.16441 12.37018 -6.61331
H -2.54218 14.06350 -6.07662
H -1.52338 12.65445 -6.13082
C -10.74394 9.18701 -6.89534
C -10.91798 9.34838 -5.44883
O -11.45414 8.56703 -4.67885
N -10.06083 10.40780 -4.74124
H -9.41478 10.02216 -4.06744
H -9.41475 10.90753 -5.33535
C -10.92435 11.56584 -4.20512
H -10.53691 10.15775 -7.34579
H -11.67829 8.93058 -7.39468
H -9.87385 8.59017 -7.16887
H -10.29112 12.31078 -3.72326
H -11.63993 11.19059 -3.47352
H -11.32127 12.01252 -5.11673
P -4.60205 14.06526 1.07811
F -3.31598 13.04611 0.92015
F -3.96559 14.91423 -0.30369
F -5.43681 12.96345 0.26304
F -5.85375 15.13051 1.17936
F -5.10803 13.37911 2.51349
F -3.74697 14.94555 2.14422
N -8.28220 9.56224 -2.74940
S -8.05642 7.87291 -2.93419
O -9.07337 6.87207 -2.73726
O -6.71691 7.38254 -2.65652
F -8.10706 8.00755 -4.53239
S -8.96043 9.27037 -1.41807
O -8.12955 8.76174 -0.30215
O -10.37009 8.91198 -1.46852
F -9.19693 10.75474 -0.89199
N -8.06613 11.85897 -5.90044
S -6.95941 11.60325 -7.14909
O -5.57732 11.87600 -6.84107
O -7.41738 11.71941 -8.55978
F -6.80163 9.95349 -6.99730
S -8.13700 13.40563 -6.23020
O -8.99546 13.93844 -7.33581
O -6.85292 14.01759 -5.83403
F -9.14366 13.76740 -5.00866
N -10.38670 17.11547 -1.17819
S -9.21993 16.57264 -2.28645
O -7.84229 16.67258 -1.88972
O -9.50214 16.61389 -3.73036
F -9.58277 15.04006 -1.85789
S -9.83953 18.48969 -1.32122
O -9.63478 19.13703 -2.60428
O -8.97610 18.85877 -0.15595
F -11.15097 19.25689 -0.94758
N -1.22414 9.28548 -4.90049
O -1.15640 8.12181 -5.25119
O -1.98738 9.63775 -4.06336
O -0.55132 10.16377 -5.41262
*
```

Q: Which of these has the lowest largest force on an atom?
A: C21H55NO13

Q: Which of these has the highest electronic energy?
A: C21H56B2N2O3Sn2

Q: What is the electronic energy in the first record?
A: -51403.2382 eV

Q: What is the largest force on an atom in the fourth record?
A: 0.2382 hartree/bohr